No. 1
A structure of composition C13H26ClN2O6P2Ti at a distorted geometry. Source: the Open Molecules 2025 dataset; level of theory: the ωB97M-V functional and the def2-TZVPD basis.

```
51
Properties=species:S:1:pos:R:3:forces:R:3
Ti -0.4924 -0.8470 -0.2358 -0.83 1.23 -1.42
C -0.3538 3.6683 1.2594 -0.07 0.19 0.24
P -0.7608 2.4240 0.0621 0.04 -0.71 0.40
C 0.4388 2.5652 -1.2398 0.24 0.01 -0.20
C -2.3639 2.7686 -0.6308 -0.35 -0.10 -0.31
C -2.7357 1.8168 -1.7945 0.06 0.15 0.13
P -2.6614 0.0159 -1.3796 -0.51 0.09 -0.02
C -4.2447 -0.1619 -0.4801 0.03 -0.08 0.02
C -3.0484 -0.7666 -2.9695 0.04 0.06 -0.08
H -1.0813 3.6402 2.0714 0.04 0.04 0.02
H -0.3457 4.6626 0.8105 -0.01 -0.04 0.02
H 0.6358 3.4469 1.6605 0.00 0.04 0.02
H 0.5339 3.6054 -1.5563 0.00 -0.04 -0.03
H 0.1575 1.9403 -2.0863 0.04 -0.02 -0.01
H 1.3994 2.2159 -0.8578 0.05 0.04 -0.03
H -2.3773 3.8124 -0.9561 -0.07 -0.02 -0.05
H -3.0758 2.6769 0.1930 -0.06 0.02 0.00
H -2.0773 1.9934 -2.6471 0.02 0.00 -0.01
H -3.7500 2.0407 -2.1271 -0.02 0.07 -0.04
H -5.0631 0.2546 -1.0694 0.00 0.01 0.00
H -4.2028 0.3485 0.4828 0.01 -0.01 0.02
H -4.4429 -1.2170 -0.2882 0.03 0.07 -0.02
H -4.0126 -0.4362 -3.3566 0.00 0.01 -0.02
H -3.0630 -1.8459 -2.8220 0.00 -0.02 0.02
H -2.2672 -0.5357 -3.6940 0.01 -0.01 -0.01
O -2.9448 -2.4830 1.2870 -0.34 0.08 -0.12
Cl -1.6611 -1.8913 1.6066 -0.46 -0.84 1.29
O -0.7403 -2.7751 2.3186 0.05 0.17 0.02
O -0.7766 -2.3086 -0.9529 -0.03 -1.05 -0.38
O -0.7586 1.0328 0.7054 0.27 0.96 0.04
N 4.8560 -1.7033 4.3784 0.01 -0.08 0.03
C 4.7637 -2.0839 3.0816 -0.25 0.38 -0.14
O 5.6568 -2.6145 2.4647 0.10 -0.13 0.04
C 3.4758 -1.7215 2.3546 0.42 -0.10 0.43
C 2.5728 -0.7642 2.7750 -0.29 0.27 0.07
C 1.4766 -0.4789 1.9790 0.35 0.08 0.24
N 1.2447 -1.0911 0.8106 1.41 -0.40 1.12
C 2.0957 -2.0626 0.4461 0.24 -0.08 -0.05
C 3.2251 -2.3809 1.1734 -0.19 -0.29 -0.46
H 5.6951 -1.9700 4.8680 -0.03 0.00 0.03
H 4.0500 -1.4571 4.9252 0.03 -0.04 -0.03
H 2.6990 -0.2174 3.7012 0.01 -0.01 -0.07
H 0.7505 0.2582 2.2885 -0.01 0.09 -0.05
H 1.8435 -2.6076 -0.4510 -0.04 0.02 -0.08
H 3.9076 -3.1467 0.8311 -0.02 0.03 0.00
C 1.6328 -0.8739 -2.9909 0.12 0.19 0.12
O 0.4376 -0.5066 -2.2889 -0.22 -0.32 0.05
H 1.4089 -1.0359 -4.0426 -0.02 0.00 -0.06
H 2.0688 -1.7816 -2.5754 0.02 -0.02 0.01
H 2.3480 -0.0601 -2.8975 0.02 0.02 0.00
H -0.0733 -1.3617 -2.1447 0.15 0.10 -0.66
```
Positions in Å, forces in eV/Å.

Results
- net charge = +1
- HOMO (alpha / beta) (Ha) = -0.3823 / -0.4457
- 2S+1 = 3
- gap between HOMO and LUMO (alpha / beta) (hartree) = 0.27299 / 0.26442

Atomic charges from the Mulliken analysis, expressed in e, are listed below: atom 1 (Ti): 0.118, atom 2 (C): -1.297, atom 3 (P): 1.142, atom 4 (C): -1.218, atom 5 (C): -0.910, atom 6 (C): -1.213, atom 7 (P): 1.401, atom 8 (C): -1.486, atom 9 (C): -1.479, atom 10 (H): 0.363, atom 11 (H): 0.431, atom 12 (H): 0.362, atom 13 (H): 0.461, atom 14 (H): 0.271, atom 15 (H): 0.364, atom 16 (H): 0.463, atom 17 (H): 0.365, atom 18 (H): 0.424, atom 19 (H): 0.554, atom 20 (H): 0.455, atom 21 (H): 0.383, atom 22 (H): 0.395, atom 23 (H): 0.445, atom 24 (H): 0.398, atom 25 (H): 0.368, atom 26 (O): -0.410, atom 27 (Cl): 0.905, atom 28 (O): -0.462, atom 29 (O): -0.497, atom 30 (O): -0.503, atom 31 (N): -0.345, atom 32 (C): 0.160, atom 33 (O): -0.573, atom 34 (C): 0.976, atom 35 (C): -1.011, atom 36 (C): -0.474, atom 37 (N): 0.234, atom 38 (C): -0.429, atom 39 (C): -0.884, atom 40 (H): 0.251, atom 41 (H): 0.185, atom 42 (H): 0.317, atom 43 (H): 0.585, atom 44 (H): 0.709, atom 45 (H): 0.495, atom 46 (C): -0.844, atom 47 (O): -0.178, atom 48 (H): 0.298, atom 49 (H): 0.322, atom 50 (H): 0.254, atom 51 (H): 0.361

No. 2
A structure of composition C13H26N4V at a distorted geometry. Source: the Open Molecules 2025 dataset; level of theory: the ωB97M-V functional and the def2-TZVPD basis.

```
44
Properties=species:S:1:pos:R:3:forces:R:3
V 0.2797 -0.1216 -0.3906 -0.30 -1.48 -0.23
N 0.9079 0.4510 -2.4096 0.34 0.48 0.07
C 1.0198 1.9488 -2.4556 -0.06 -0.30 0.06
C 1.5265 2.4108 -1.1070 -0.06 -0.02 0.18
N 0.6341 1.9096 -0.0132 0.22 0.92 0.11
C -0.6292 2.7263 0.0302 0.18 -0.08 -0.04
C -1.8597 1.8580 0.2225 0.08 -0.23 -0.11
N -1.6992 0.6195 -0.6017 -0.32 0.55 0.18
C 1.3622 1.9635 1.2921 -0.12 0.07 -0.21
C 0.5945 1.1981 2.3440 -0.10 -0.20 -0.11
N 0.3035 -0.1704 1.8057 0.37 0.32 0.17
H 1.8346 0.0554 -2.5628 0.05 0.04 -0.05
H 0.3630 0.1158 -3.2004 -0.09 -0.02 0.03
H 0.0369 2.3576 -2.6798 -0.08 -0.02 -0.01
H 1.6899 2.2804 -3.2441 0.07 0.00 -0.08
H 1.6263 3.4972 -1.0711 -0.03 0.05 0.00
H 2.5206 1.9913 -0.9411 0.04 0.00 0.04
H -0.7162 3.2732 -0.9076 0.00 -0.01 -0.02
H -0.5637 3.4781 0.8176 0.00 0.03 0.02
H -2.7548 2.4199 -0.0379 -0.07 0.00 -0.05
H -1.9718 1.5435 1.2563 0.00 -0.05 0.05
H -1.9326 0.8298 -1.5701 -0.01 0.01 -0.04
H -2.3966 -0.0683 -0.3252 -0.02 0.00 0.04
H 1.5394 2.9963 1.6008 -0.03 0.04 0.02
H 2.3359 1.4957 1.1432 0.06 -0.02 -0.03
H -0.3466 1.6871 2.5801 -0.05 0.01 0.01
H 1.1657 1.1509 3.2673 0.06 -0.02 0.08
H -0.4869 -0.5767 2.2965 -0.10 0.02 -0.07
H 1.0777 -0.7892 2.0364 -0.01 0.00 0.10
C -2.5831 -2.9050 0.3853 0.05 0.01 -0.03
C -1.0851 -2.7924 0.2711 -0.06 0.05 -0.04
C -0.4863 -2.3160 -0.9136 0.12 -0.30 0.03
C 0.9186 -2.2940 -1.0371 -0.06 -0.07 0.01
C 1.7307 -2.7136 0.0345 -0.10 0.14 -0.10
C 1.1333 -3.1815 1.1919 -0.12 -0.03 0.07
C -0.2600 -3.2181 1.3057 0.09 -0.02 0.08
H -2.9593 -2.4072 1.2818 0.01 0.00 -0.01
H -2.8802 -3.9519 0.4660 0.03 0.00 0.00
H -3.0927 -2.4968 -0.4887 0.03 0.01 0.02
H -1.1117 -2.1621 -1.7858 -0.02 0.03 -0.01
H 1.3715 -2.1523 -2.0105 -0.01 0.03 -0.02
H 2.8055 -2.7540 -0.0807 0.01 0.01 -0.02
H 1.7493 -3.5592 2.0003 -0.04 0.01 -0.02
H -0.7114 -3.6274 2.2045 0.04 0.02 -0.05
```
Positions in Å, forces in eV/Å.

Results
- net charge = +2
- HOMO (alpha / beta) (Ha) = -0.5296 / -0.5073
- 2S+1 = 2
- gap between HOMO and LUMO (alpha / beta) (hartree) = 0.30129 / 0.28267

Atomic charges from the Mulliken analysis, expressed in e, are listed below: atom 1 (V): 0.543, atom 2 (N): -0.484, atom 3 (C): -0.702, atom 4 (C): -0.702, atom 5 (N): 0.429, atom 6 (C): -0.884, atom 7 (C): -0.683, atom 8 (N): -0.336, atom 9 (C): -0.722, atom 10 (C): -0.963, atom 11 (N): -0.398, atom 12 (H): 0.328, atom 13 (H): 0.264, atom 14 (H): 0.342, atom 15 (H): 0.502, atom 16 (H): 0.386, atom 17 (H): 0.393, atom 18 (H): 0.433, atom 19 (H): 0.344, atom 20 (H): 0.500, atom 21 (H): 0.342, atom 22 (H): 0.269, atom 23 (H): 0.280, atom 24 (H): 0.394, atom 25 (H): 0.410, atom 26 (H): 0.270, atom 27 (H): 0.533, atom 28 (H): 0.290, atom 29 (H): 0.318, atom 30 (C): -1.822, atom 31 (C): 1.076, atom 32 (C): -0.363, atom 33 (C): -0.791, atom 34 (C): -0.454, atom 35 (C): -0.866, atom 36 (C): -0.414, atom 37 (H): 0.362, atom 38 (H): 0.450, atom 39 (H): 0.394, atom 40 (H): 0.455, atom 41 (H): 0.781, atom 42 (H): 0.515, atom 43 (H): 0.471, atom 44 (H): 0.511